Entry 1:
Below is C33H22ClN4O4STi as an isolated structure, with properties calculated with ωB97M-V with the def2-TZVPD basis set.

The spin multiplicity is 3. The net charge is -1. Its HOMO-LUMO gap (spin up / spin down) is 4.25 / 6.46 eV. The highest occupied orbital energy (spin up / spin down) is -3.1 / -5.0 eV. The expectation value of S² is 2.023. The value obtained for the energy above the lowest of the compared OMol25 structures with the same formula, charge and spin is 2.526 eV.

XYZ file:
```
66
Properties=species:S:1:pos:R:3:forces:R:3
Ti 0.574727 -0.120879 0.482139 1.8 0.5 -0.7
Cl -6.239564 2.797469 0.829857 1.3 -0.4 -0.5
S 0.998714 -0.916480 -1.850212 1.1 -0.6 1.0
O 7.657872 0.056650 2.247940 1.2 1.3 0.2
O 7.312885 -2.155626 1.851919 0.5 0.6 -0.1
O -0.702083 1.172080 -0.493971 1.5 -0.1 -0.2
O -0.875484 -0.447870 1.820944 -1.6 0.3 0.5
N -2.018449 -1.228894 -1.647252 -0.6 0.4 -0.1
N 2.662062 -0.355506 1.228672 1.2 -1.7 0.5
N 1.064868 -2.285977 0.773716 -0.1 -1.2 -0.1
N 1.382575 1.735917 1.259267 0.5 1.3 -0.1
C 1.125766 4.048860 1.847191 2.3 2.4 1.5
C -2.069768 -0.025177 1.744699 0.5 -1.1 -1.8
C 4.689830 -1.786843 1.508633 -3.0 0.2 -0.3
C 4.836321 0.520767 1.849195 1.5 0.0 0.3
C -2.482548 2.678172 -0.803048 -0.2 -0.4 0.1
C -0.687819 1.205280 -4.773593 -0.1 -0.4 -2.2
C 3.464414 0.637927 1.618646 -0.1 1.7 -0.5
C -0.139885 -0.193328 -2.865297 -2.2 -0.9 -0.7
C -3.923587 1.301513 1.142280 0.5 0.1 -0.3
C 5.516603 -0.715294 1.756978 -1.5 1.1 -0.3
C 0.223985 0.443619 -4.020461 0.6 1.1 -0.1
C 0.703246 2.947176 1.253993 -1.6 -1.4 -1.6
C 0.146249 -3.264154 0.533364 -0.1 1.1 0.0
C 2.311886 -2.672444 1.091420 0.4 -0.4 0.7
C -2.573374 0.989180 0.861940 -0.4 -0.3 1.7
C -3.745305 -2.265168 -0.326665 0.9 -1.2 0.2
C -3.318600 -1.328218 -1.408325 0.9 0.0 -1.2
C -4.271151 -0.651292 -2.207768 0.2 0.3 -0.5
C -3.805019 2.904118 -0.569267 -0.2 1.2 -0.6
C 7.022192 -0.935953 1.945712 -1.0 -1.8 0.3
C -3.897849 0.139196 -3.254702 1.8 -0.3 0.0
C -2.047118 1.099740 -4.578773 0.2 -0.1 0.3
C 3.286146 -1.550727 1.309308 0.3 -1.8 -0.7
C -1.807648 1.635040 -0.134064 -1.1 -0.3 0.0
C -4.544329 2.296298 0.443598 -1.0 -0.4 0.6
C -1.599355 -0.427811 -2.673555 1.2 1.0 0.2
C 2.390944 4.104887 2.580848 -1.8 0.5 -1.1
C 2.596120 -4.044169 1.379108 0.1 2.2 -0.4
C 2.690450 1.869635 1.667084 -0.4 0.3 1.1
C 1.604220 -4.953703 1.296082 0.4 0.0 0.1
C -2.496099 0.283536 -3.509191 -0.5 -0.3 0.3
C 0.386749 -4.589631 0.798397 -0.4 1.3 -0.3
C 3.175970 3.006217 2.373452 2.0 -0.2 0.8
H -4.304614 0.654001 1.914443 -0.9 0.4 0.2
H 3.556637 -4.361829 1.697228 0.8 0.1 0.3
H 0.681883 5.026658 1.668018 -0.6 -0.4 0.2
H -0.351800 -5.298090 0.606260 -1.2 -1.0 -0.2
H -2.852317 1.509825 -5.199497 0.7 0.3 0.0
H -2.772734 -2.655127 0.133119 -1.7 0.3 -0.4
H -0.811758 -2.895699 0.123034 0.7 -0.3 0.3
H 2.544853 5.077065 3.119065 0.6 -1.4 -0.4
H 5.054066 -2.794457 1.455590 0.3 -0.1 0.1
H 1.815818 -5.916743 1.658754 0.0 -1.3 0.1
H -4.323730 -1.721542 0.403791 -0.2 0.1 0.5
H 4.244721 2.915222 2.789446 -1.9 0.3 -0.7
H -0.236757 3.056344 0.650555 1.2 -0.6 0.8
H -2.891747 -0.671642 2.120180 0.6 0.4 0.8
H -0.236179 1.680244 -5.695454 -0.9 -0.2 1.2
H 5.494399 1.387430 2.088986 -0.8 -0.6 -0.2
H -2.028545 3.230054 -1.592593 0.5 0.1 -0.5
H -4.526761 0.651502 -3.969026 -0.6 -0.1 0.3
H -4.217474 3.617554 -1.270565 -0.6 0.2 0.4
H -4.399530 -3.116461 -0.685936 0.9 0.9 0.2
H -5.296957 -0.812503 -2.048102 -1.3 -0.2 0.5
H 1.278765 0.480059 -4.347530 -0.6 0.0 0.6
```
Forces are in eV/Å.

=====

Entry 2:
Below is a 4-piece molecular cluster, H12N4 overall, with properties calculated with ωB97M-V with the def2-TZVPD basis set.

Its HOMO-LUMO gap is 10.41 eV. The highest occupied orbital energy is -9.5 eV. The value obtained for the energy above the lowest of the compared OMol25 structures with the same formula, charge and spin is 0.000 eV.

XYZ file:
```
16
Properties=species:S:1:pos:R:3:forces:R:3
N 2.801643 3.605358 1.033551 -0.2 -0.6 -0.5
N -0.824113 -2.421588 -2.202669 0.3 0.3 0.3
N -2.923780 -2.434195 0.581623 -0.1 0.5 -0.3
N 0.670618 1.039649 0.693998 0.6 -0.4 0.3
H -1.259323 -1.522416 -2.034507 0.1 0.0 -0.4
H 3.409779 2.812201 0.865863 0.1 0.1 -0.2
H 1.307731 1.821363 0.610710 -0.1 0.2 0.0
H 3.098956 4.380983 0.459830 0.1 0.1 0.1
H -1.381710 -3.091430 -1.704723 -0.2 -0.5 -0.2
H -2.670079 -3.156557 1.242655 0.1 0.2 0.1
H -3.088572 -1.559794 1.065001 -0.3 -0.2 0.5
H -0.787201 -2.643431 -3.190016 -0.2 0.1 0.2
H 1.094954 0.230089 0.232948 -0.6 0.5 0.0
H -2.116832 -2.190602 0.026830 0.3 -0.4 -0.1
H -0.219379 1.314382 0.311949 0.0 -0.3 -0.3
H 2.887308 3.815988 2.006956 0.0 0.4 0.5
```
Forces are in eV/Å.

=====

Entry 3:
Below is C19H19Cl6GeO3Pt as an isolated structure, with properties calculated with ωB97M-V with the def2-TZVPD basis set.

The net charge is -1. Its HOMO-LUMO gap is 7.59 eV. The highest occupied orbital energy is -5.2 eV. The value obtained for the energy above the lowest of the compared OMol25 structures with the same formula, charge and spin is 0.000 eV.

XYZ file:
```
49
Properties=species:S:1:pos:R:3:forces:R:3
Pt 1.668480 -1.119156 0.291132 0.1 0.2 0.0
Ge -1.324446 -2.010684 -0.664616 0.0 0.1 -0.1
Cl 3.170530 1.458572 2.883811 0.0 0.0 0.0
Cl 2.561239 -3.305114 0.727532 0.0 0.0 0.0
Cl 5.976233 -2.679507 4.976041 0.0 0.0 0.0
Cl 4.661071 -4.614357 2.841267 0.0 0.0 0.0
Cl 5.209259 0.344699 4.971363 0.0 0.0 0.0
Cl -4.044352 1.366154 -4.099561 0.0 0.0 0.0
O 2.834258 1.474644 -0.989934 0.0 0.0 0.1
O 1.034143 0.781530 0.184749 0.0 0.0 0.1
O -0.165116 3.200272 -0.106444 0.0 0.0 0.1
C -2.366719 2.839390 -0.772831 0.0 0.0 0.0
C -2.793088 3.351947 0.571017 0.0 0.0 0.0
C -3.285489 2.420727 -1.719599 0.0 -0.1 0.0
C -1.987855 -0.717325 0.651542 0.0 0.0 0.0
C 1.230558 3.075664 -0.319089 0.0 0.0 0.0
C -1.301365 -3.790924 0.175707 0.0 0.0 0.0
C 1.778282 1.646342 -0.403864 0.0 0.0 -0.2
C 3.003232 -1.053650 1.914820 -0.1 0.0 0.0
C 4.850006 -2.067882 3.818992 0.0 0.0 0.0
C 3.390998 -2.375800 1.995906 0.1 0.0 0.0
C 4.279586 -2.933657 2.886810 0.0 0.0 0.0
C 4.501648 -0.714817 3.803004 0.0 0.0 0.0
C -1.514791 1.789610 -3.220408 0.0 0.0 0.0
C 0.428021 -1.495626 -1.318323 0.0 -0.2 -0.1
C 3.592623 -0.227365 2.859245 0.0 0.0 0.0
C -2.645382 -2.082744 -2.129667 -0.1 0.0 0.0
C -1.000642 2.743979 -1.072064 0.1 0.0 0.0
C -2.858623 1.900852 -2.932406 0.0 0.0 0.0
C -0.579118 2.219944 -2.287377 0.0 0.0 0.0
H 0.472987 2.107126 -2.508930 0.0 0.0 0.0
H -2.473359 4.385830 0.714519 0.0 0.0 0.0
H -3.629711 -2.377427 -1.757781 0.0 0.0 0.0
H -2.330606 2.764534 1.366003 0.0 0.0 0.0
H -2.308017 -4.083884 0.480264 0.0 0.0 0.0
H -0.658989 -3.780788 1.058168 0.0 0.0 0.0
H 0.295130 -0.614689 -1.954896 0.1 0.0 0.0
H -2.738271 -1.101992 -2.600596 0.0 0.0 0.0
H -0.921598 -4.543897 -0.518056 0.0 0.0 0.0
H -3.876142 3.299260 0.677338 0.0 0.0 0.0
H -1.967834 0.280713 0.213061 0.0 0.0 0.0
H -1.337866 -0.710238 1.527666 0.0 0.0 0.0
H 0.822801 -2.300954 -1.951766 0.0 0.0 0.0
H -3.010286 -0.947073 0.960776 0.0 0.0 0.0
H 1.695329 3.546002 0.547206 0.0 0.0 0.0
H -2.340608 -2.800110 -2.894570 0.0 0.0 0.0
H 1.540498 3.619519 -1.214972 0.0 0.0 0.0
H -1.192075 1.361026 -4.159262 0.0 0.0 0.0
H -4.344548 2.471307 -1.500914 0.0 0.0 0.0
```
Forces are in eV/Å.

=====

Entry 4:
Below is C10H14F2KNO13S2 as an isolated structure, with properties calculated with ωB97M-V with the def2-TZVPD basis set.

Its HOMO-LUMO gap is 8.58 eV. The highest occupied orbital energy is -8.7 eV.

XYZ file:
```
43
Properties=species:S:1:pos:R:3:forces:R:3
K 0.734194 0.566807 -0.790348 -0.2 -0.1 -0.3
S 0.075757 2.318938 -4.098186 2.4 2.1 -2.7
S -1.882985 0.800409 -3.663109 0.8 -0.9 1.4
F 1.657602 2.113362 -4.240348 -0.1 0.1 0.5
F -2.155558 0.245366 -2.180537 -0.2 -0.2 0.0
O 5.306148 -0.136220 -1.448164 0.2 -0.7 -0.1
O -2.638565 1.026837 2.429529 -0.2 -0.2 -0.6
O -0.058007 3.537792 -3.352820 0.0 -0.6 0.3
O -0.495538 -1.979728 -0.439771 0.2 0.7 0.7
O 3.299377 0.708950 -1.868653 -0.3 0.4 0.2
O -2.024519 -3.629772 -0.296533 0.7 -0.1 0.5
O 4.333821 1.098666 0.090441 -0.2 0.5 0.7
O -2.121146 -0.306026 -4.526439 0.0 0.3 0.1
O -0.329404 2.364206 -5.489193 -0.3 -0.3 1.3
O -1.519925 -2.751366 -2.270649 0.1 0.3 0.2
O -2.722554 1.965218 -3.718919 1.1 -0.7 -0.1
O -0.648532 0.642939 1.425603 -0.5 0.5 -0.1
O -0.760409 1.172701 3.571969 0.1 0.0 0.5
N -0.183975 0.966716 -3.344913 -3.6 0.3 -0.7
C -1.294140 -2.700348 -0.934607 -0.1 -0.8 -1.2
C 5.383520 0.451353 0.797083 0.7 -0.4 0.1
C 4.232058 0.592887 -1.137888 0.0 -0.7 -0.6
C -2.129465 -3.980571 -2.587719 -1.1 -0.7 0.3
C -2.687034 -4.469380 -1.240794 0.0 0.4 -0.2
C -1.580234 2.648187 5.312919 0.1 -0.2 0.5
C -1.313721 0.949698 2.374233 0.9 -0.7 0.2
C -3.054639 1.244931 3.758034 -0.9 0.6 1.0
C 6.147137 -0.307751 -0.313859 0.3 0.8 0.2
C -1.773064 1.327782 4.587440 0.1 0.7 -0.3
H -0.587512 2.698638 5.761749 0.1 -0.1 -0.1
H -2.989292 -3.904356 -3.253254 0.4 0.6 -0.4
H 4.950231 -0.180489 1.571787 -0.1 -0.2 -0.2
H -1.709696 0.497015 5.287033 0.2 -0.1 -0.1
H -2.450394 -5.524641 -1.115686 -0.1 0.1 0.5
H 6.047649 1.155769 1.294606 -0.3 0.3 -0.1
H -3.729719 0.467659 4.119483 0.2 -0.3 -0.4
H -1.720852 3.530279 4.690515 0.0 -0.2 -0.2
H -1.399154 -4.673876 -3.001193 0.1 0.1 0.0
H -2.275190 2.715086 6.153301 -0.1 0.0 -0.1
H -3.631332 2.171785 3.819401 0.2 0.1 -0.2
H 6.348729 -1.352582 -0.089960 -0.3 -0.1 -0.2
H 7.095675 0.173762 -0.555144 0.0 0.0 0.1
H -3.745342 -4.256629 -1.086438 0.0 -0.4 -0.4
```
Forces are in eV/Å.